Record 1
Computed, not measured: a structure of composition C29H30ClMoN5O4S in a non-equilibrium geometry, with wB97M-V/def2-TZVPD.

Computed properties:
* LUMO level (spin up / spin down): -6.350 / -6.439 eV
* frontier orbital gap (spin up / spin down): 6.414 / 6.551 eV
* multiplicity: 3
* M: 676.05 g mol⁻¹
* HOMO energy (spin up / spin down): -12.76 / -12.99 eV
* charge: +2

Atoms and positions in Å:
Mo (-0.4745, -0.4799, -0.5757)
C (-2.9514, 3.2729, 0.2292)
N (-1.5907, 3.4976, 0.6825)
C (-1.2908, 4.8392, 1.1313)
C (-0.7149, 2.5037, 0.7015)
O (-1.0119, 1.3593, 0.2877)
C (0.6941, 2.6989, 1.2717)
O (1.2997, 1.4402, 1.4626)
C (1.0220, 0.8080, 2.7024)
C (0.5755, -0.6330, 2.4636)
O (0.4255, -1.0536, 1.2992)
N (0.3952, -1.4285, 3.5076)
C (0.0262, -2.8160, 3.2923)
C (0.6830, -1.0489, 4.8735)
H (-3.6521, 3.5845, 1.0049)
H (-3.1489, 3.8562, -0.6723)
H (-3.1076, 2.2143, 0.0221)
H (-1.9090, 5.5401, 0.5708)
H (-1.5196, 4.9609, 2.1929)
H (-0.2453, 5.0828, 0.9604)
H (1.3315, 3.2364, 0.5599)
H (0.6601, 3.2674, 2.2090)
H (1.9453, 0.8045, 3.2999)
H (0.2414, 1.3435, 3.2585)
H (-0.3259, -2.9467, 2.2688)
H (0.8885, -3.4633, 3.4594)
H (-0.7678, -3.0969, 3.9820)
H (0.3720, -0.0252, 5.0754)
H (0.1363, -1.7104, 5.5438)
H (1.7495, -1.1511, 5.0894)
Cl (1.4571, -7.4833, 0.4693)
C (0.8043, -5.9452, 0.0636)
C (-0.5930, -5.7695, 0.0681)
C (-1.1429, -4.5482, -0.2289)
C (-0.3162, -3.4482, -0.5287)
O (-0.7978, -2.2750, -0.7944)
C (1.1003, -3.6218, -0.5416)
C (1.9367, -2.5364, -0.8636)
N (1.5625, -1.2830, -1.0111)
C (2.5151, -0.3243, -1.3064)
C (3.9017, -0.4705, -1.2740)
C (4.7390, 0.5905, -1.6163)
C (4.2216, 1.8030, -2.0011)
C (2.8282, 1.9999, -2.0381)
C (2.2312, 3.2118, -2.4406)
C (0.8580, 3.2802, -2.4791)
C (0.0926, 2.1950, -2.0599)
N (0.6168, 1.0441, -1.6230)
C (1.9719, 0.9288, -1.6640)
C (1.6354, -4.8944, -0.2496)
H (-1.2295, -6.6057, 0.3085)
H (-2.2125, -4.4039, -0.2243)
H (2.9828, -2.7904, -1.0217)
H (4.3619, -1.4014, -0.9789)
H (5.8091, 0.4458, -1.5763)
H (4.8712, 2.6140, -2.2849)
H (2.8463, 4.0522, -2.7200)
H (0.3594, 4.1718, -2.8202)
H (-0.9871, 2.2703, -2.0712)
H (2.7062, -5.0340, -0.2558)
S (-2.8194, -0.7501, 0.5583)
C (-3.1747, -0.3569, -1.0787)
C (-4.4709, -0.2912, -1.5954)
C (-4.6427, 0.0678, -2.9132)
C (-3.5119, 0.3403, -3.6894)
C (-2.2602, 0.2249, -3.1277)
N (-2.0716, -0.1022, -1.8339)
H (-5.3023, -0.5207, -0.9496)
H (-5.6331, 0.1313, -3.3317)
H (-3.6184, 0.6262, -4.7229)
H (-1.3608, 0.4012, -3.7059)


Record 2
Computed, not measured: a structure of composition C29H30N5P2PdSe2 in a non-equilibrium geometry, with wB97M-V/def2-TZVPD.

Computed properties:
* LUMO level (spin up / spin down): -2.616 / -5.506 eV
* frontier orbital gap (spin up / spin down): 7.170 / 4.280 eV
* multiplicity: 3
* M: 774.88 g mol⁻¹
* HOMO energy (spin up / spin down): -9.79 / -9.79 eV
* charge: +1

Atoms and positions in Å:
Pd (2.7568, -0.2123, -1.7402)
Se (-2.3096, -0.0957, 2.4597)
P (-2.2111, 1.4934, 1.0362)
C (-2.0447, 3.1214, 1.8247)
C (-2.8348, 4.2440, 1.6339)
C (-2.5015, 5.4269, 2.2727)
C (-1.3817, 5.4992, 3.0834)
C (-0.5953, 4.3740, 3.2801)
C (-0.9312, 3.1884, 2.6607)
C (-3.5028, 1.2563, -0.2201)
C (-3.3504, 0.0649, -0.9272)
C (-4.2828, -0.3132, -1.8715)
C (-5.3758, 0.5021, -2.1239)
C (-5.5353, 1.6801, -1.4155)
C (-4.6089, 2.0585, -0.4567)
C (-0.6916, 1.3899, 0.0960)
C (0.4671, 0.6055, 0.1049)
N (1.1989, 1.0734, -0.9402)
N (0.5581, 2.0478, -1.5168)
N (-0.5701, 2.2621, -0.9177)
P (1.0391, -0.9079, 0.8960)
Se (3.0766, -1.4295, 0.3560)
C (1.0783, -0.6788, 2.6909)
C (1.7060, 0.5054, 3.0757)
C (1.9116, 0.7741, 4.4144)
C (1.4927, -0.1348, 5.3747)
C (0.8840, -1.3182, 4.9891)
C (0.6903, -1.6055, 3.6484)
C (-0.0549, -2.1479, 0.1205)
C (-0.7937, -3.1325, 0.7597)
C (-1.5864, -3.9858, 0.0072)
C (-1.6561, -3.8548, -1.3683)
C (-0.8929, -2.8923, -2.0115)
C (-0.0893, -2.0479, -1.2719)
H (-3.6956, 4.2269, 0.9889)
H (-3.1187, 6.2999, 2.1254)
H (-1.1180, 6.4312, 3.5589)
H (0.2796, 4.4205, 3.9106)
H (-0.3324, 2.2984, 2.8180)
H (-2.4946, -0.5671, -0.7235)
H (-4.1626, -1.2474, -2.3995)
H (-6.1013, 0.2167, -2.8705)
H (-6.3930, 2.3088, -1.6017)
H (-4.7686, 2.9746, 0.0849)
H (2.0476, 1.2006, 2.3172)
H (2.4017, 1.6887, 4.7106)
H (1.6497, 0.0766, 6.4220)
H (0.5600, -2.0281, 5.7351)
H (0.2440, -2.5445, 3.3647)
H (-0.7851, -3.2279, 1.8321)
H (-2.1637, -4.7505, 0.5028)
H (-2.3126, -4.4906, -1.9410)
H (-0.9371, -2.7904, -3.0851)
H (0.5112, -1.2841, -1.7818)
N (4.9947, -0.5526, -2.4029)
C (5.2480, -1.9612, -2.7110)
C (4.5359, -2.4049, -3.9886)
C (3.0086, -2.4193, -3.9234)
N (2.4429, -1.0590, -3.9194)
H (5.3214, 0.0376, -3.1681)
H (5.5057, -0.2838, -1.5581)
H (4.8897, -2.5559, -1.8629)
H (6.3230, -2.1552, -2.8391)
H (4.8635, -3.4208, -4.2113)
H (4.8519, -1.7539, -4.8078)
H (2.6673, -2.9341, -3.0136)
H (2.6475, -2.9900, -4.7898)
H (1.4473, -1.0854, -4.1378)
H (2.8835, -0.4841, -4.6376)


Record 3
Computed, not measured: a structure of composition C29H30N8OPdS2, with wB97M-V/def2-TZVPD.

Computed properties:
* LUMO level (spin up / spin down): -8.296 / -8.295 eV
* relative energy (zero: lowest compared OMol25 entry of this formula, charge and spin): 50.6 kcal per mole
* frontier orbital gap (spin up / spin down): 5.401 / 5.402 eV
* M: 677.17 g mol⁻¹
* HOMO energy (spin up / spin down): -13.70 / -13.70 eV
* charge: +2

Atoms and positions in Å:
Pd (0.4640, -0.3385, 0.3972)
C (0.9236, 2.6127, 0.2708)
N (0.4534, 1.6223, 1.2784)
C (1.1644, 1.6508, 2.5834)
C (2.2814, 0.6557, 2.5712)
N (2.3164, -0.2984, 1.6752)
C (3.3963, -1.1156, 2.0100)
C (3.9111, -2.2559, 1.3962)
C (5.0221, -2.8340, 1.9733)
C (5.6202, -2.2950, 3.1241)
C (5.1308, -1.1570, 3.7311)
C (4.0068, -0.5850, 3.1475)
N (3.2701, 0.5514, 3.4757)
C (1.7857, 1.8986, -0.7338)
N (1.7359, 0.5854, -0.8553)
C (2.5363, 0.2100, -1.9263)
C (2.8408, -1.0362, -2.4646)
C (3.7129, -1.0519, -3.5321)
C (4.2767, 0.1292, -4.0453)
C (3.9887, 1.3661, -3.5066)
C (3.1023, 1.3777, -2.4360)
N (2.6057, 2.4226, -1.6539)
H (0.0540, 3.0390, -0.2335)
H (1.4622, 3.4328, 0.7487)
H (-0.5448, 1.7207, 1.4552)
H (1.5108, 2.6626, 2.8034)
H (0.4422, 1.3692, 3.3531)
H (3.4619, -2.6731, 0.5060)
H (5.4488, -3.7239, 1.5315)
H (6.4897, -2.7837, 3.5411)
H (5.5999, -0.7372, 4.6103)
H (3.4281, 1.1603, 4.2623)
H (2.4192, -1.9510, -2.0683)
H (3.9778, -1.9969, -3.9856)
H (4.9586, 0.0640, -4.8817)
H (4.4309, 2.2729, -3.8956)
H (2.8151, 3.4028, -1.7624)
C (-4.8400, 1.7703, -2.7386)
C (-4.4234, 0.3103, -2.7379)
N (-2.9580, 0.1384, -2.6103)
C (-2.1684, 0.4291, -3.8204)
C (-1.4466, 1.7684, -3.7801)
C (-2.4412, -0.2217, -1.4414)
S (-0.7120, -0.6512, -1.5762)
N (-3.2087, -0.4008, -0.4008)
C (-2.7628, -0.4394, 0.8520)
O (-1.6158, -0.0079, 1.2081)
C (-3.6974, -0.9144, 1.8819)
C (-3.2523, -1.0892, 3.1941)
C (-4.1229, -1.5594, 4.1601)
C (-5.4409, -1.8435, 3.8255)
C (-5.8935, -1.6572, 2.5250)
C (-5.0256, -1.1978, 1.5520)
H (-5.9267, 1.8345, -2.7795)
H (-4.4499, 2.3098, -3.6015)
H (-4.5070, 2.2698, -1.8280)
H (-4.7071, -0.1877, -3.6653)
H (-4.8850, -0.2231, -1.9142)
H (-2.8841, 0.4140, -4.6400)
H (-1.4756, -0.3904, -4.0200)
H (-2.1435, 2.5927, -3.6382)
H (-0.9245, 1.9229, -4.7244)
H (-0.7077, 1.7930, -2.9775)
H (-2.2289, -0.8537, 3.4447)
H (-3.7799, -1.7024, 5.1757)
H (-6.1224, -2.2080, 4.5826)
H (-6.9237, -1.8704, 2.2753)
H (-5.3690, -1.0496, 0.5386)
S (0.3874, -2.6311, 0.3305)
C (0.1382, -2.2327, 1.9613)
N (0.0186, -1.5952, 2.9223)